1.
The following is a DFT calculation (the ωB97M-V functional and the def2-TZVPD basis) of one molecule with the formula C5H11NO2 at a distorted geometry.

Geometry as XYZ:
```
19
Properties=species:S:1:pos:R:3
O 0.921 3.033 1.019
C 0.498 2.057 1.612
N -0.585 1.402 1.071
C -0.913 0.007 1.432
C -1.074 -0.882 0.251
C 0.153 -0.975 -0.679
C -0.076 -1.981 -1.785
O 1.155 -1.995 -2.577
H 0.927 1.702 2.555
H -1.063 1.878 0.328
H -0.147 -0.383 2.102
H -1.878 0.141 1.939
H -1.896 -0.598 -0.426
H -1.311 -1.936 0.481
H 1.028 -1.411 -0.141
H 0.557 -0.041 -1.088
H -0.396 -2.977 -1.497
H -0.716 -1.716 -2.650
H 1.770 -2.502 -2.053
```

Output
Spin multiplicity: 1
Energy relative to the best compared isomer or geometry (same formula, charge and spin) (kJ/mol): 144.4
Kohn-Sham gap (eV): 10.36
Structure (SMILES): O=CNCCCCO
Total energy (eV): -10947.7701

These are the Mulliken partial charges, in e, on atoms 1 to 8: -0.581 0.092 -0.145 -0.730 -0.619 -0.148 -0.695 -0.518

***

2.
The following is a DFT calculation (the ωB97M-V functional and the def2-TZVPD basis) of a 2-piece molecular cluster, C2H6N10 overall at a distorted geometry.

Geometry as XYZ:
```
18
Properties=species:S:1:pos:R:3
C -0.735 -1.438 0.671
C 2.059 1.556 0.416
N -0.827 -3.103 2.027
N -0.088 -2.027 1.681
N -1.886 -2.106 0.433
N -1.842 -3.105 1.314
N -1.432 1.617 -2.525
N -0.628 1.219 -1.580
N 2.168 1.187 1.541
N -0.998 0.127 -0.932
N -0.227 -0.387 -0.001
N 2.020 1.699 -0.781
H -1.028 2.526 -2.891
H 0.907 -1.896 2.049
H 1.497 0.905 2.239
H -1.851 -0.405 -1.125
H 2.527 2.286 -1.413
H 0.364 1.343 -1.122
```

Output
Spin multiplicity: 1
Energy relative to the best compared isomer or geometry (same formula, charge and spin) (kJ/mol): 306.3
Kohn-Sham gap (alpha / beta) (eV): 7.36 / 7.90
Total energy (eV): -17065.6632

These are the Mulliken partial charges, in e, on atoms 1 to 8: 0.346 0.495 -0.412 0.147 -0.275 -0.328 -0.878 0.419

***

3.
The following is a DFT calculation (the ωB97M-V functional and the def2-TZVPD basis) of a 9-piece molecular cluster, C54H135N9O18 overall at a distorted geometry.

Geometry as XYZ:
```
216
Properties=species:S:1:pos:R:3
C 19.219 27.819 -13.004
O 19.507 26.762 -12.009
C 20.917 26.510 -11.739
C 21.174 25.237 -10.868
N 21.193 24.001 -11.652
C 21.629 22.799 -10.917
C 21.322 21.544 -11.709
O 19.941 21.492 -12.284
C 19.705 20.317 -13.082
H 18.169 28.115 -13.012
H 19.657 27.474 -13.941
H 19.786 28.723 -12.782
H 21.342 27.417 -11.310
H 21.471 26.316 -12.657
H 20.526 25.159 -9.996
H 22.148 25.350 -10.392
H 20.395 23.799 -12.238
H 21.307 22.716 -9.879
H 22.707 22.781 -10.754
H 21.339 20.645 -11.093
H 22.055 21.532 -12.516
H 18.710 20.406 -13.518
H 19.818 19.419 -12.474
H 20.377 20.237 -13.937
C 19.093 10.579 -21.586
O 19.098 9.167 -21.857
C 18.760 8.645 -23.177
C 17.369 9.020 -23.616
N 16.365 8.671 -22.556
C 14.986 8.999 -22.961
C 13.998 8.880 -21.773
O 14.372 9.937 -20.842
C 13.514 10.101 -19.690
H 19.557 11.116 -22.413
H 19.714 10.773 -20.712
H 18.110 11.014 -21.406
H 18.910 7.567 -23.117
H 19.489 9.030 -23.890
H 17.232 8.561 -24.595
H 17.424 10.100 -23.752
H 16.605 9.143 -21.696
H 14.790 8.205 -23.682
H 14.946 9.963 -23.468
H 14.019 7.862 -21.383
H 12.974 9.135 -22.047
H 12.440 10.064 -19.871
H 13.750 10.968 -19.072
H 13.822 9.318 -18.997
C 18.570 1.280 -20.405
O 18.111 2.293 -19.577
C 18.961 3.385 -19.810
C 18.274 4.626 -19.229
N 17.896 4.435 -17.814
C 17.153 5.614 -17.364
C 17.964 6.890 -16.971
O 17.269 7.827 -16.177
C 17.952 9.033 -16.132
H 18.442 1.500 -21.464
H 18.046 0.343 -20.217
H 19.622 1.029 -20.267
H 19.307 3.557 -20.829
H 19.876 3.167 -19.258
H 17.424 4.866 -19.868
H 18.937 5.469 -19.424
H 17.320 3.605 -17.847
H 16.518 5.338 -16.523
H 16.463 5.899 -18.158
H 18.386 7.316 -17.881
H 18.876 6.538 -16.488
H 18.890 8.872 -15.601
H 17.228 9.653 -15.604
H 18.082 9.538 -17.090
C 13.720 -7.872 -19.948
O 13.780 -9.220 -20.411
C 13.897 -9.343 -21.822
C 13.854 -10.798 -22.128
N 12.701 -11.439 -21.632
C 12.815 -12.887 -21.559
C 11.471 -13.528 -21.120
O 11.752 -14.669 -20.389
C 10.572 -15.374 -20.045
H 12.934 -7.287 -20.427
H 14.696 -7.389 -19.986
H 13.343 -7.899 -18.926
H 14.772 -8.898 -22.295
H 13.058 -8.853 -22.317
H 14.756 -11.260 -21.727
H 13.893 -11.015 -23.195
H 12.449 -11.074 -20.724
H 13.555 -13.124 -20.794
H 13.180 -13.261 -22.516
H 10.950 -13.681 -22.066
H 10.973 -12.765 -20.521
H 10.040 -15.734 -20.925
H 9.867 -14.758 -19.487
H 10.678 -16.271 -19.434
C 9.536 3.789 -23.928
O 10.692 3.549 -23.191
C 11.575 2.615 -23.788
C 12.735 2.336 -22.846
N 12.366 1.472 -21.737
C 11.360 1.970 -20.833
C 11.292 1.001 -19.677
O 12.548 1.071 -18.928
C 12.431 0.496 -17.681
H 8.824 2.965 -23.887
H 9.830 4.086 -24.935
H 9.015 4.635 -23.480
H 11.917 2.956 -24.765
H 11.011 1.692 -23.931
H 13.181 3.246 -22.443
H 13.424 1.696 -23.397
H 13.199 1.325 -21.186
H 10.391 2.087 -21.319
H 11.511 2.974 -20.438
H 11.199 -0.035 -20.003
H 10.402 1.262 -19.105
H 13.427 0.251 -17.313
H 12.007 -0.507 -17.711
H 12.051 1.238 -16.978
C 7.982 7.007 -15.729
O 8.971 6.538 -14.897
C 8.561 5.943 -13.648
C 7.839 6.896 -12.615
N 8.663 7.802 -11.807
C 9.671 8.566 -12.546
C 10.247 9.721 -11.655
O 9.344 10.827 -11.596
C 9.631 11.795 -10.638
H 7.417 7.751 -15.168
H 7.510 6.156 -16.221
H 8.438 7.579 -16.537
H 9.432 5.505 -13.160
H 7.869 5.152 -13.935
H 7.415 6.131 -11.965
H 6.988 7.434 -13.031
H 8.104 8.493 -11.327
H 9.194 8.918 -13.461
H 10.498 7.897 -12.781
H 11.206 10.046 -12.058
H 10.404 9.400 -10.625
H 10.547 12.300 -10.945
H 9.710 11.413 -9.620
H 8.876 12.581 -10.671
C 27.769 5.611 -12.245
O 26.633 5.264 -13.033
C 25.464 5.124 -12.181
C 24.282 4.781 -13.043
N 24.329 3.356 -13.482
C 23.306 2.776 -14.347
C 23.782 1.371 -14.740
O 24.943 1.427 -15.547
C 25.232 0.088 -16.008
H 28.191 4.823 -11.621
H 27.513 6.476 -11.632
H 28.550 5.887 -12.953
H 25.335 6.111 -11.737
H 25.664 4.358 -11.432
H 24.280 5.325 -13.988
H 23.358 4.952 -12.491
H 25.249 3.125 -13.829
H 23.269 3.397 -15.242
H 22.310 2.753 -13.904
H 22.958 1.026 -15.365
H 23.866 0.821 -13.802
H 24.424 -0.439 -16.515
H 25.621 -0.606 -15.263
H 26.028 0.217 -16.742
C 23.420 -3.024 -24.658
O 23.362 -1.855 -25.478
C 23.701 -0.647 -24.777
C 23.718 0.534 -25.769
N 22.381 0.789 -26.297
C 22.106 1.916 -27.190
C 20.535 1.988 -27.441
O 20.225 0.992 -28.415
C 18.854 0.673 -28.544
H 22.605 -3.139 -23.943
H 24.280 -2.948 -23.992
H 23.403 -3.912 -25.289
H 24.750 -0.766 -24.506
H 23.199 -0.418 -23.837
H 24.430 0.325 -26.567
H 24.118 1.454 -25.342
H 22.085 -0.094 -26.688
H 22.615 1.817 -28.148
H 22.374 2.876 -26.749
H 20.246 2.986 -27.770
H 20.012 1.778 -26.508
H 18.506 0.058 -27.714
H 18.693 0.132 -29.476
H 18.121 1.476 -28.628
C 21.273 12.431 -9.334
O 19.828 12.299 -9.248
C 19.216 12.455 -7.932
C 17.665 12.157 -7.850
N 17.175 10.761 -7.983
C 17.773 9.783 -7.072
C 17.201 8.293 -7.268
O 17.625 7.691 -8.514
C 16.733 7.909 -9.609
H 21.702 13.350 -8.932
H 21.451 12.434 -10.409
H 21.705 11.568 -8.828
H 19.367 13.488 -7.617
H 19.744 11.880 -7.171
H 17.156 12.843 -8.528
H 17.473 12.476 -6.826
H 17.433 10.479 -8.918
H 17.709 10.135 -6.042
H 18.852 9.774 -7.224
H 16.138 8.329 -7.029
H 17.629 7.709 -6.453
H 17.145 7.376 -10.466
H 16.568 8.973 -9.778
H 15.780 7.419 -9.407
```

Output
Spin multiplicity: 1
Energy relative to the best compared isomer or geometry (same formula, charge and spin) (kJ/mol): 663.0
Kohn-Sham gap (eV): 8.58
Structure (SMILES): COCCNCCOC.COCCNCCOC.COCCNCCOC.COCCNCCOC.COCCNCCOC.COCCNCCOC.COCCNCCOC.COCCNCCOC.COCCNCCOC
Total energy (eV): -108435.7143

These are the Mulliken partial charges, in e, on atoms 1 to 8: -0.695 -0.326 -0.647 -0.647 -0.235 -0.710 -0.532 -0.341

***

4.
The following is a DFT calculation (the ωB97M-V functional and the def2-TZVPD basis) of a 2-piece molecular cluster, CH3Br5Si2 overall at a distorted geometry.

Geometry as XYZ:
```
11
Properties=species:S:1:pos:R:3
C -1.811 -0.177 -0.483
Si -0.118 -0.593 0.090
Si 1.250 1.240 0.264
Br -0.162 -1.581 2.087
Br 0.657 -2.103 -1.359
Br 3.801 -1.122 0.333
Br 1.366 2.390 2.187
Br 1.713 2.723 -1.294
H -2.555 0.295 0.149
H -1.867 0.146 -1.656
H -2.274 -1.219 -0.318
```

Output
Spin multiplicity: 1
Energy relative to the best compared isomer or geometry (same formula, charge and spin) (kJ/mol): 282.8
Kohn-Sham gap (eV): 6.36
Total energy (eV): -367056.8793

These are the Mulliken partial charges, in e, on atoms 1 to 8: -0.939 0.597 0.574 -0.184 -0.156 -0.515 -0.150 -0.149